1.
{
  "formula": "C25H35N2O11P4Pb",
  "method": "ωB97M-V/def2-TZVPD",
  "symbols": ["Pb", "N", "P", "C", "C", "C", "C", "C", "C", "C", "C", "C", "C", "C", "C", "C", "C", "C", "C", "C", "N", "H", "H", "H", "H", "H", "H", "H", "H", "H", "H", "H", "H", "H", "H", "H", "O", "P", "O", "O", "O", "P", "O", "O", "O", "H", "H", "C", "C", "C", "C", "O", "P", "O", "O", "O", "C", "C", "C", "C", "H", "H", "H", "H", "H", "H", "H", "H", "H", "H", "H", "H", "H", "H", "H", "H", "H", "H"],
  "coordinates": [[-1.004, 0.562, 2.372], [2.414, 0.780, 1.458], [2.905, 1.962, 0.431], [3.356, 1.298, -1.133], [4.702, 1.056, -1.411], [5.045, 0.462, -2.614], [4.050, 0.123, -3.524], [2.714, 0.385, -3.249], [2.352, 0.977, -2.050], [4.195, 2.849, 1.249], [5.002, 2.204, 2.188], [6.046, 2.896, 2.780], [6.283, 4.219, 2.434], [5.484, 4.860, 1.495], [4.440, 4.178, 0.896], [2.027, -0.562, 1.185], [2.822, -1.406, 0.435], [2.385, -2.706, 0.223], [1.201, -3.131, 0.794], [0.494, -2.233, 1.571], [0.891, -0.970, 1.758], [2.053, 1.154, 2.333], [5.471, 1.332, -0.699], [6.084, 0.272, -2.846], [4.323, -0.337, -4.465], [1.948, 0.135, -3.970], [1.311, 1.197, -1.848], [4.810, 1.173, 2.454], [6.671, 2.404, 3.512], [7.097, 4.757, 2.901], [5.674, 5.891, 1.234], [3.815, 4.676, 0.165], [3.764, -1.063, 0.034], [2.981, -3.379, -0.379], [0.809, -4.124, 0.638], [-0.441, -2.524, 2.028], [0.933, 5.168, 1.139], [0.624, 3.636, 1.072], [1.773, 3.034, 0.088], [0.684, 2.963, 2.375], [-0.672, 3.531, 0.218], [-1.090, 2.097, -0.565], [-2.610, 2.083, -0.159], [-0.745, 2.203, -1.980], [-0.347, 1.057, 0.275], [0.510, 5.704, 0.454], [-3.010, 1.216, -0.421], [-3.588, 0.325, -3.015], [-3.005, -0.896, -2.325], [-3.883, -2.116, -2.550], [-1.571, -1.148, -2.760], [-2.992, -0.529, -0.883], [-2.834, -1.602, 0.301], [-1.860, -2.670, 0.007], [-2.520, -0.731, 1.542], [-4.329, -2.085, 0.456], [-4.886, -2.914, 1.525], [-3.832, -3.827, 2.133], [-5.469, -1.970, 2.564], [-5.974, -3.727, 0.844], [-3.664, 0.135, -4.086], [-2.949, 1.198, -2.874], [-4.588, 0.537, -2.634], [-3.931, -2.314, -3.621], [-4.894, -1.942, -2.183], [-3.472, -2.996, -2.057], [-1.559, -1.377, -3.828], [-1.150, -1.988, -2.211], [-0.965, -0.256, -2.594], [-3.059, -3.250, 2.645], [-3.359, -4.441, 1.369], [-4.309, -4.477, 2.867], [-4.683, -1.358, 3.007], [-5.957, -2.541, 3.355], [-6.206, -1.313, 2.104], [-5.542, -4.379, 0.085], [-6.696, -3.064, 0.367], [-6.497, -4.342, 1.577]],
  "lowdin_charge": [1.501, -0.010, 0.909, -0.285, -0.071, -0.056, -0.041, -0.034, -0.037, -0.284, -0.065, -0.052, -0.042, -0.046, -0.053, -0.333, 0.005, -0.015, -0.024, -0.121, -0.003, 0.103, 0.113, 0.115, 0.117, 0.119, 0.080, 0.110, 0.116, 0.118, 0.117, 0.116, 0.110, 0.122, 0.124, 0.101, -0.038, 0.313, -0.259, -0.318, -0.211, 0.233, -0.109, -0.231, -0.475, 0.118, 0.066, -0.019, -0.579, -0.030, -0.020, -0.211, 0.286, -0.249, -0.513, -0.156, -0.609, -0.037, -0.023, -0.022, 0.098, 0.070, 0.099, 0.097, 0.092, 0.082, 0.097, 0.076, 0.064, 0.074, 0.089, 0.096, 0.074, 0.094, 0.094, 0.092, 0.091, 0.093],
  "e_lumo_ev": -2.725,
  "gap_ha": 0.337,
  "homo_energy_ev": -11.91,
  "charge": 1,
  "spin_multiplicity": 1,
  "relative_energy_kcal_mol": 4.1
}

2.
{
  "formula": "C16H6IrN6S7",
  "method": "ωB97M-V/def2-TZVPD",
  "symbols": ["Ir", "S", "S", "S", "S", "S", "C", "C", "N", "C", "S", "C", "N", "S", "N", "C", "C", "C", "C", "C", "N", "C", "C", "N", "C", "C", "C", "C", "C", "N", "H", "H", "H", "H", "H", "H"],
  "coordinates": [[1.522, 1.019, 0.373], [1.307, 0.991, 2.977], [3.006, 0.928, 3.885], [4.907, 0.948, 1.881], [3.895, 1.056, 0.228], [1.420, 1.050, -2.143], [1.046, 2.688, -2.362], [0.696, 3.057, -3.695], [0.410, 3.315, -4.778], [1.085, 3.663, -1.367], [1.516, 3.382, 0.250], [0.754, 5.009, -1.699], [0.460, 6.093, -1.948], [-3.809, -4.290, 0.363], [-3.937, -2.676, 0.347], [-2.714, -2.185, 0.353], [-2.364, -0.784, 0.351], [-3.286, 0.242, 0.342], [-2.834, 1.566, 0.351], [-1.475, 1.813, 0.368], [-0.560, 0.844, 0.368], [-0.977, -0.469, 0.365], [0.016, -1.465, 0.380], [1.330, -1.052, 0.398], [2.300, -1.966, 0.377], [2.049, -3.324, 0.367], [0.726, -3.774, 0.374], [-0.300, -2.851, 0.374], [-1.702, -3.199, 0.369], [-2.195, -4.421, 0.377], [-4.340, 0.001, 0.333], [-3.522, 2.397, 0.345], [-1.109, 2.831, 0.393], [3.315, -1.594, 0.363], [2.880, -4.013, 0.360], [0.485, -4.829, 0.378]],
  "mulliken_spin": [0.137, 0.470, 0.916, 0.903, 0.491, 0.396, 0.073, -0.008, 0.039, 0.059, 0.411, -0.004, 0.021, 0.027, 0.004, -0.018, 0.035, 0.059, 0.161, -0.050, 0.210, 0.151, 0.145, 0.155, -0.036, 0.153, 0.040, 0.020, -0.016, 0.005, -0.002, 0.011, 0.016, 0.017, 0.011, -0.002],
  "e_lumo_ev": [-1.320, -3.366],
  "gap_ha": [0.168, 0.213],
  "homo_energy_ev": [-5.90, -9.15],
  "charge": 0,
  "s_squared": 8.810,
  "spin_multiplicity": 6
}

3.
{
  "formula": "C3H7PS",
  "method": "ωB97M-V/def2-TZVPD",
  "symbols": ["C", "C", "C", "P", "S", "H", "H", "H", "H", "H", "H", "H"],
  "coordinates": [[0.432, 1.120, 0.292], [1.152, 0.042, -0.477], [1.293, -1.178, 0.103], [-2.305, -1.032, 0.155], [-1.597, 0.827, -0.148], [0.579, 2.014, -0.106], [0.415, 1.122, 1.327], [1.608, 0.183, -1.543], [1.685, -1.984, -0.549], [1.106, -1.606, 1.058], [-2.535, -0.819, -1.209], [-1.832, 1.310, 1.097]],
  "lowdin_charge": [-0.301, -0.265, -0.044, 0.291, 0.416, 0.000, 0.043, 0.132, 0.055, 0.039, -0.270, -0.097],
  "e_lumo_ev": 0.551,
  "gap_ha": 0.292,
  "homo_energy_ev": -7.39,
  "charge": 0,
  "spin_multiplicity": 1,
  "relative_energy_kcal_mol": 71.4
}

4.
{
  "formula": "C3H10SSi",
  "method": "ωB97M-V/def2-TZVPD",
  "symbols": ["Si", "S", "H", "H", "H", "H", "C", "C", "C", "H", "H", "H", "H", "H", "H"],
  "coordinates": [[3.602, 0.917, 0.962], [2.617, -0.241, -0.452], [5.057, 0.700, 0.844], [3.394, 0.374, 2.298], [2.983, 2.242, 0.587], [2.607, -1.154, 0.552], [-2.222, 1.022, -0.294], [-2.579, -0.266, -0.061], [-2.063, -1.340, -0.934], [-1.615, 1.234, -1.179], [-2.396, 1.926, 0.336], [-3.250, -0.509, 0.684], [-2.855, -1.630, -1.643], [-2.066, -2.239, -0.279], [-1.212, -1.036, -1.420]],
  "lowdin_charge": [0.197, 0.315, -0.110, -0.108, -0.092, -0.203, -0.016, -0.241, -0.118, 0.050, 0.057, 0.062, 0.083, 0.087, 0.036],
  "e_lumo_ev": 0.724,
  "smiles": "[SiH3]S.C=CC",
  "gap_ha": 0.367,
  "homo_energy_ev": -9.25,
  "charge": 0,
  "spin_multiplicity": 1,
  "relative_energy_kcal_mol": 18.6
}

5.
{
  "formula": "C47H39BrClIrN3O4P2",
  "method": "ωB97M-V/def2-TZVPD",
  "symbols": ["Ir", "O", "C", "C", "C", "C", "C", "C", "C", "O", "N", "N", "C", "C", "Br", "C", "C", "C", "C", "C", "C", "C", "H", "H", "H", "H", "H", "H", "H", "H", "H", "H", "H", "H", "H", "H", "N", "P", "C", "C", "C", "C", "C", "C", "C", "C", "C", "C", "C", "C", "P", "C", "C", "C", "C", "C", "C", "C", "C", "C", "C", "C", "C", "H", "H", "H", "H", "H", "H", "H", "H", "H", "H", "H", "H", "H", "H", "H", "H", "H", "H", "H", "H", "H", "Cl", "C", "C", "C", "C", "C", "C", "C", "O", "O", "H", "H", "H", "H"],
  "coordinates": [[0.763, -0.081, 0.380], [1.415, -3.939, 1.696], [0.589, -4.064, 2.764], [0.576, -5.266, 3.460], [-0.259, -5.422, 4.555], [-1.082, -4.386, 4.978], [-1.070, -3.191, 4.277], [-0.254, -3.022, 3.166], [-0.311, -1.754, 2.357], [0.941, -1.313, 1.970], [-1.139, -2.015, 1.145], [-0.615, -1.572, -0.043], [-0.991, -2.176, -1.110], [-0.558, -1.975, -2.485], [1.267, -1.611, -2.824], [-1.368, -2.194, -3.526], [-2.812, -2.456, -3.466], [-3.373, -3.278, -4.447], [-4.725, -3.571, -4.437], [-5.546, -3.027, -3.458], [-5.009, -2.184, -2.497], [-3.652, -1.896, -2.499], [1.545, -2.982, 1.538], [1.235, -6.060, 3.136], [-0.257, -6.362, 5.092], [-1.719, -4.508, 5.842], [-1.704, -2.368, 4.593], [-0.820, -0.978, 2.952], [-1.533, -2.944, 1.083], [-1.718, -2.977, -0.986], [-0.927, -2.182, -4.516], [-2.734, -3.699, -5.215], [-5.141, -4.219, -5.196], [-6.604, -3.250, -3.454], [-5.648, -1.740, -1.746], [-3.258, -1.206, -1.761], [-0.303, 2.571, -0.039], [-0.772, 1.401, 1.091], [-0.589, 2.018, 2.762], [0.538, 1.653, 3.500], [0.704, 2.151, 4.783], [-0.241, 3.011, 5.323], [-1.365, 3.374, 4.590], [-1.546, 2.873, 3.313], [-2.546, 1.137, 0.873], [-3.239, 1.746, -0.170], [-4.600, 1.525, -0.329], [-5.276, 0.699, 0.555], [-4.593, 0.096, 1.605], [-3.236, 0.317, 1.768], [0.633, 1.672, -1.146], [-0.211, 1.809, -2.738], [0.204, 2.724, -3.706], [-0.525, 2.866, -4.878], [-1.663, 2.100, -5.091], [-2.081, 1.190, -4.130], [-1.355, 1.047, -2.960], [2.216, 2.492, -1.386], [3.108, 1.931, -2.300], [4.381, 2.461, -2.437], [4.765, 3.551, -1.667], [3.879, 4.108, -0.756], [2.607, 3.573, -0.605], [-0.680, 3.502, -0.163], [1.266, 0.970, 3.080], [1.570, 1.862, 5.362], [-0.108, 3.397, 6.325], [-2.103, 4.039, 5.019], [-2.433, 3.137, 2.749], [-2.725, 2.405, -0.855], [-5.131, 2.010, -1.138], [-6.339, 0.536, 0.439], [-5.121, -0.539, 2.304], [-2.719, -0.139, 2.603], [1.095, 3.318, -3.553], [-0.200, 3.575, -5.628], [-2.223, 2.213, -6.010], [-2.965, 0.585, -4.293], [-1.680, 0.339, -2.210], [2.808, 1.081, -2.904], [5.074, 2.022, -3.142], [5.759, 3.964, -1.775], [4.180, 4.955, -0.154], [1.929, 3.985, 0.132], [9.161, 0.544, 0.461], [7.442, 0.362, 0.479], [6.665, 1.330, 1.100], [5.290, 1.185, 1.107], [4.706, 0.080, 0.496], [5.496, -0.887, -0.118], [6.871, -0.749, -0.129], [3.245, -0.047, 0.456], [2.651, -0.980, -0.155], [2.495, 0.840, 1.011], [7.139, 2.181, 1.569], [4.661, 1.929, 1.578], [5.024, -1.742, -0.585], [7.503, -1.489, -0.599]],
  "lowdin_charge": [1.168, 0.063, -0.268, -0.002, -0.074, -0.088, -0.036, -0.121, -0.409, -0.314, 0.039, -0.125, -0.159, -0.653, 0.868, -0.104, -0.222, -0.026, -0.063, -0.068, -0.065, -0.048, 0.073, 0.122, 0.108, 0.102, 0.112, 0.110, 0.143, 0.148, 0.115, 0.120, 0.111, 0.110, 0.101, 0.097, -0.297, 0.824, -0.331, -0.076, -0.053, -0.058, -0.064, -0.077, -0.336, -0.095, -0.067, -0.070, -0.057, -0.089, 0.845, -0.332, -0.067, -0.058, -0.056, -0.057, -0.123, -0.369, -0.097, -0.056, -0.065, -0.066, -0.079, 0.095, 0.083, 0.114, 0.112, 0.111, 0.110, 0.090, 0.113, 0.112, 0.113, 0.097, 0.106, 0.112, 0.113, 0.111, 0.072, 0.091, 0.114, 0.113, 0.112, 0.103, 0.701, -0.656, -0.085, -0.004, -0.137, 0.008, -0.081, -0.562, -0.143, -0.151, 0.111, 0.123, 0.128, 0.112],
  "e_lumo_ev": -2.778,
  "gap_ha": 0.276,
  "homo_energy_ev": -10.30,
  "charge": 1,
  "spin_multiplicity": 1,
  "relative_energy_kcal_mol": 0.0
}

6.
{
  "formula": "C19H21BrN3O2ReSi",
  "method": "ωB97M-V/def2-TZVPD",
  "symbols": ["Re", "O", "C", "C", "C", "N", "C", "Br", "C", "H", "H", "H", "H", "C", "Si", "C", "C", "C", "C", "C", "C", "C", "H", "H", "H", "H", "H", "H", "H", "H", "H", "H", "H", "N", "C", "O", "C", "C", "C", "C", "N", "C", "H", "H", "H", "H", "H", "H"],
  "coordinates": [[1.197, -0.632, -0.242], [1.112, 4.678, -3.115], [0.960, 3.540, -2.509], [-0.286, 2.932, -2.234], [-0.323, 1.735, -1.579], [0.819, 1.096, -1.185], [1.988, 1.714, -1.477], [3.357, 0.555, -0.786], [2.162, 2.891, -2.107], [0.287, 5.118, -3.381], [-1.212, 3.408, -2.528], [-1.258, 1.248, -1.335], [3.127, 3.337, -2.306], [0.026, -1.983, 2.796], [0.783, -0.375, 2.252], [2.633, -0.415, 2.547], [-0.093, 1.139, 2.771], [-0.804, 2.063, 2.000], [-1.424, 3.157, 2.577], [-1.345, 3.355, 3.950], [-0.645, 2.453, 4.741], [-0.030, 1.357, 4.162], [-0.096, -1.783, 3.871], [0.658, -2.864, 2.702], [-0.970, -2.168, 2.396], [2.650, -0.572, 3.637], [3.112, 0.542, 2.346], [3.211, -1.234, 2.114], [-0.897, 1.923, 0.928], [-1.981, 3.857, 1.969], [-1.837, 4.204, 4.406], [-0.586, 2.605, 5.810], [0.505, 0.669, 4.812], [-1.795, -2.259, -4.982], [-1.984, -3.218, -4.057], [-2.754, -4.136, -4.151], [-1.163, -3.141, -2.763], [-1.129, -4.328, -2.016], [-0.444, -4.392, -0.809], [0.169, -3.257, -0.350], [0.101, -2.076, -1.035], [-0.534, -2.038, -2.252], [-2.335, -2.328, -5.833], [-1.064, -1.575, -4.948], [-1.656, -5.185, -2.424], [-0.393, -5.306, -0.234], [0.714, -3.238, 0.589], [-0.534, -1.073, -2.741]],
  "mulliken_spin": [0.987, 0.017, 0.029, 0.001, 0.011, -0.017, 0.007, -0.006, 0.005, -0.001, 0.000, 0.000, 0.000, -0.004, -0.052, 0.031, 0.011, 0.006, -0.001, 0.000, 0.000, -0.001, -0.001, 0.000, -0.001, 0.005, 0.000, 0.000, -0.004, 0.000, 0.000, 0.000, 0.000, 0.000, 0.000, 0.000, 0.003, 0.003, -0.001, -0.009, -0.001, -0.015, 0.000, 0.000, 0.000, 0.001, -0.005, 0.001],
  "e_lumo_ev": [-12.283, -12.024],
  "gap_ha": [0.186, 0.196],
  "homo_energy_ev": [-17.35, -17.35],
  "charge": 3,
  "s_squared": 0.759,
  "spin_multiplicity": 2
}